# C45H51EuN6O7P2

A structure of composition C45H51EuN6O7P2 at a distorted geometry (ωB97M-V with the def2-TZVPD basis set, the OMol25 dataset).

Results
2S+1: 7
Kohn-Sham gap (spin up / spin down) in eV: 6.84 / 6.84
LUMO energy (spin up / spin down) in eV: -0.851 / -0.833
E_HOMO (spin up / spin down) in eV: -7.692 / -7.673
Calculated total energy in eV: -108664.2886

Geometry (Å):
Eu: -0.319 -0.359 -0.430
O: -4.008 -2.493 -0.060
C: -3.285 -1.640 -0.564
O: -2.398 -0.907 0.066
C: -3.560 -1.430 -2.084
C: -4.745 -2.009 -2.608
C: -4.913 -1.946 -3.983
C: -3.941 -1.523 -4.892
C: -2.778 -1.002 -4.331
C: -2.584 -0.805 -2.919
O: -1.493 -0.222 -2.459
N: -1.740 -0.604 -5.342
O: -2.189 -0.348 -6.473
O: -0.555 -0.662 -5.010
N: -6.230 -2.271 -4.486
O: -7.192 -2.415 -3.727
O: -6.329 -2.319 -5.722
H: -5.530 -2.395 -1.974
H: -4.121 -1.622 -5.936
C: -3.258 1.549 2.325
P: -1.873 2.068 1.265
C: -0.466 2.032 2.435
N: 0.113 3.232 2.591
C: 1.345 3.252 3.178
C: 2.029 4.501 3.281
C: 3.312 4.535 3.751
C: 3.924 3.355 4.233
C: 3.331 2.111 4.031
C: 2.017 2.031 3.552
N: 1.360 0.816 3.416
C: 0.122 0.852 2.989
P: -0.664 -0.814 3.122
C: -1.574 -0.609 4.720
C: 0.471 -2.247 3.741
C: 1.068 -1.894 5.125
C: -0.427 -3.552 3.806
C: 1.586 -2.464 2.724
C: -2.490 3.831 0.957
C: -3.024 4.515 2.244
C: -1.334 4.628 0.316
C: -3.640 3.754 -0.112
H: -3.122 1.932 3.342
H: -3.264 0.455 2.349
H: -4.227 1.860 1.925
H: 1.485 5.410 2.965
H: 3.863 5.472 3.825
H: 4.864 3.482 4.799
H: 3.884 1.175 4.245
H: -1.170 0.191 5.337
H: -1.628 -1.563 5.259
H: -2.586 -0.303 4.459
H: 0.340 -2.037 5.913
H: 1.459 -0.868 5.168
H: 1.887 -2.608 5.322
H: -1.161 -3.520 4.598
H: 0.232 -4.396 4.036
H: -0.905 -3.775 2.851
H: 2.242 -1.582 2.664
H: 1.248 -2.702 1.687
H: 2.177 -3.325 3.043
H: -2.310 4.426 3.059
H: -3.990 4.088 2.550
H: -3.204 5.559 2.019
H: -0.808 4.116 -0.510
H: -1.744 5.540 -0.072
H: -0.543 4.901 1.034
H: -4.498 3.138 0.166
H: -3.297 3.402 -1.096
H: -4.016 4.774 -0.266
C: 4.895 0.085 0.915
C: 5.153 1.436 0.624
C: 4.088 2.171 0.103
C: 2.934 1.491 -0.380
N: 2.661 0.218 -0.028
C: 3.629 -0.439 0.629
C: 2.108 2.159 -1.374
C: 2.576 3.308 -2.023
C: 1.723 3.953 -2.953
C: 0.496 3.409 -3.238
C: 0.087 2.227 -2.592
C: 0.868 1.600 -1.674
H: 5.672 -0.596 1.334
H: 6.100 1.900 0.886
H: 4.173 3.262 -0.061
H: 3.464 -1.495 0.893
H: 3.554 3.699 -1.776
H: 2.032 4.888 -3.424
H: -0.231 3.878 -3.919
H: -0.864 1.829 -2.912
C: 3.727 -3.466 -2.276
N: 2.918 -2.786 -3.367
C: 2.665 -3.673 -4.541
C: 1.643 -2.048 -2.801
C: 0.549 -2.983 -2.202
C: -0.206 -3.844 -3.076
C: -1.206 -4.712 -2.526
C: -1.406 -4.750 -1.140
C: -0.759 -3.791 -0.354
C: 0.224 -2.910 -0.868
H: 4.640 -3.833 -2.768
H: 3.146 -4.295 -1.858
H: 3.933 -2.726 -1.515
H: 3.512 -2.021 -3.705
H: 2.096 -4.509 -4.213
H: 3.638 -3.964 -4.951
H: 2.123 -3.123 -5.279
H: 1.221 -1.429 -3.644
H: 2.052 -1.398 -2.023
H: 0.026 -3.831 -4.152
H: -1.770 -5.383 -3.225
H: -2.040 -5.521 -0.653
H: -1.073 -3.737 0.679

=====

# C45H51IN2O7S

A cluster of 3 separate species, C45H51IN2O7S in total at a distorted geometry (ωB97M-V with the def2-TZVPD basis set, the OMol25 dataset).

Results
Kohn-Sham gap in eV: 7.52
LUMO energy in eV: -1.198
E_HOMO in eV: -8.717
Energy above the lowest of the compared OMol25 structures with the same formula, charge and spin in kcal/mol: 198.6
Calculated total energy in eV: -83732.2901

Geometry (Å):
C: 1.102 2.934 0.787
C: -0.162 2.120 0.082
C: 0.397 1.623 -1.392
C: 0.207 0.006 -1.580
C: 1.381 -0.896 -0.801
C: 2.906 -0.410 -1.138
N: 3.971 -1.454 -1.102
C: 4.215 -2.183 -2.383
C: 2.977 -2.252 -3.450
O: 2.746 -3.362 -4.205
C: 4.048 -2.277 0.138
O: 3.273 -3.528 0.148
I: 6.181 -2.934 0.310
C: 3.775 -1.522 1.562
C: 3.523 -2.635 2.786
C: 1.904 -2.786 2.993
C: 1.304 -1.729 4.135
S: 0.587 -0.161 3.320
O: 5.062 -0.856 1.929
C: 4.827 0.394 2.664
C: 5.419 1.617 1.731
C: 5.451 3.080 2.469
C: 6.192 4.237 1.563
N: 7.636 4.502 1.946
H: 1.568 3.707 0.008
H: 0.660 3.499 1.713
H: 1.911 2.112 1.070
H: -1.033 2.902 -0.093
H: -0.590 1.252 0.747
H: -0.323 2.137 -2.193
H: 1.480 1.986 -1.645
H: -0.820 -0.416 -1.152
H: 0.255 -0.348 -2.716
H: 1.254 -1.991 -1.260
H: 1.086 -0.900 0.329
H: 2.844 0.202 -2.161
H: 3.176 0.425 -0.328
H: 4.600 -3.305 -2.266
H: 5.107 -1.619 -2.942
H: 2.231 -1.348 -3.677
H: 2.596 -3.570 -0.589
H: 2.849 -0.814 1.602
H: 3.950 -2.098 3.761
H: 4.103 -3.637 2.618
H: 1.360 -2.467 1.979
H: 1.607 -3.883 3.276
H: 0.403 -2.191 4.750
H: 2.154 -1.428 4.912
H: -0.592 -0.530 2.631
H: 5.513 0.339 3.639
H: 3.734 0.555 3.047
H: 6.546 1.341 1.478
H: 4.854 1.615 0.683
H: 6.000 2.945 3.509
H: 4.320 3.423 2.587
H: 6.120 4.068 0.407
H: 5.603 5.250 1.787
H: 8.085 5.081 1.202
H: 7.593 5.132 2.791
O: -3.230 3.251 -3.618
C: -3.622 4.190 -4.299
C: -4.875 4.893 -3.954
C: -5.607 4.494 -2.829
C: -6.770 5.179 -2.474
C: -7.204 6.262 -3.238
C: -6.485 6.650 -4.370
C: -5.322 5.960 -4.733
C: -4.578 6.367 -5.942
O: -5.001 7.269 -6.656
C: -3.316 5.678 -6.275
C: -2.584 6.079 -7.400
C: -1.373 5.456 -7.704
C: -0.890 4.434 -6.888
C: -1.625 4.022 -5.774
C: -2.844 4.642 -5.470
H: -5.271 3.653 -2.224
H: -7.335 4.870 -1.597
H: -8.103 6.803 -2.954
H: -6.833 7.493 -4.965
H: -2.952 6.880 -8.039
H: -0.803 5.772 -8.575
H: 0.059 3.954 -7.119
H: -1.243 3.220 -5.144
O: -4.396 -8.158 3.271
C: -3.928 -7.026 3.309
C: -2.905 -6.607 2.329
C: -2.484 -7.504 1.339
C: -1.547 -7.102 0.386
C: -1.030 -5.807 0.418
C: -1.435 -4.917 1.414
C: -2.370 -5.320 2.376
C: -2.779 -4.378 3.436
O: -2.269 -3.266 3.509
C: -3.816 -4.790 4.403
C: -4.238 -3.891 5.391
C: -5.242 -4.260 6.288
C: -5.826 -5.524 6.201
C: -5.397 -6.426 5.226
C: -4.386 -6.061 4.328
H: -2.887 -8.515 1.305
H: -1.224 -7.798 -0.385
H: -0.309 -5.489 -0.333
H: -1.024 -3.909 1.435
H: -3.790 -2.902 5.462
H: -5.571 -3.560 7.053
H: -6.615 -5.808 6.894
H: -5.856 -7.412 5.167

=====

# C45H52AlF3NO4

A structure of composition C45H52AlF3NO4 (ωB97M-V with the def2-TZVPD basis set, the OMol25 dataset).

Results
Kohn-Sham gap in eV: 7.94
LUMO energy in eV: 2.266
E_HOMO in eV: -5.673
Net charge: -1
Calculated total energy in eV: -71943.0786

Geometry (Å):
N: 1.360 -7.133 3.692
C: 0.276 -6.447 3.143
O: -0.851 -6.688 3.500
C: 0.642 -5.371 2.153
C: -0.095 -4.057 2.415
C: 0.408 -2.924 1.533
C: 1.856 -2.492 1.810
O: 2.083 -1.321 1.060
Al: 0.651 -0.324 1.518
C: 1.144 0.614 3.223
C: 0.411 1.905 3.465
O: 0.645 2.411 4.816
C: 0.919 3.763 4.927
C: -0.184 4.700 4.431
F: -1.406 4.176 4.583
F: -0.153 5.864 5.125
F: -0.056 5.034 3.132
O: -0.398 -1.776 1.685
H: 2.054 -7.445 3.025
H: 1.031 -7.891 4.279
H: 0.384 -5.744 1.154
H: 1.722 -5.212 2.177
H: 0.032 -3.764 3.464
H: -1.164 -4.197 2.241
H: 0.378 -3.236 0.472
H: 2.593 -3.265 1.555
H: 1.927 -2.280 2.896
H: 0.070 0.618 0.341
H: 2.225 0.801 3.187
H: 0.951 -0.050 4.076
H: 0.724 2.674 2.749
H: -0.673 1.784 3.364
H: 1.044 3.990 5.988
H: 1.845 4.051 4.405
C: 2.216 1.853 -4.325
C: 3.460 1.636 -3.747
C: 3.559 0.929 -2.552
C: 2.417 0.432 -1.937
C: 1.178 0.636 -2.526
C: 1.077 1.348 -3.710
H: 2.131 2.416 -5.247
H: 4.352 2.025 -4.223
H: 4.528 0.770 -2.095
H: 2.474 -0.122 -1.008
H: 0.291 0.249 -2.041
H: 0.099 1.510 -4.150
C: -3.464 0.722 1.682
C: -3.347 -0.433 2.444
C: -4.434 -0.882 3.183
C: -5.633 -0.182 3.157
C: -5.747 0.973 2.395
C: -4.661 1.427 1.657
H: -2.610 1.069 1.110
H: -2.410 -0.977 2.447
H: -4.343 -1.782 3.779
H: -6.480 -0.535 3.733
H: -6.682 1.521 2.376
H: -4.746 2.331 1.066
C: -2.431 3.048 -3.771
C: -3.665 3.212 -4.387
C: -4.809 2.691 -3.797
C: -4.719 2.008 -2.591
C: -3.486 1.846 -1.974
C: -2.342 2.366 -2.564
H: -1.537 3.454 -4.228
H: -3.735 3.745 -5.327
H: -5.771 2.815 -4.279
H: -5.610 1.598 -2.132
H: -3.415 1.309 -1.037
H: -1.380 2.233 -2.083
C: -0.501 -4.866 -3.657
C: -0.974 -4.865 -2.352
C: -1.317 -3.669 -1.736
C: -1.188 -2.474 -2.429
C: -0.713 -2.473 -3.733
C: -0.369 -3.669 -4.349
H: -0.229 -5.799 -4.135
H: -1.072 -5.799 -1.811
H: -1.673 -3.659 -0.713
H: -1.451 -1.544 -1.940
H: -0.607 -1.536 -4.266
H: 0.008 -3.667 -5.364
C: 1.482 1.406 -8.213
C: 2.092 1.463 -9.459
C: 1.763 2.478 -10.347
C: 0.825 3.436 -9.989
C: 0.215 3.379 -8.743
C: 0.543 2.363 -7.857
H: 1.739 0.618 -7.516
H: 2.826 0.717 -9.736
H: 2.238 2.522 -11.319
H: 0.569 4.229 -10.682
H: -0.515 4.128 -8.462
H: 0.067 2.316 -6.885
C: 3.454 1.220 6.350
C: 4.727 1.076 6.885
C: 4.901 0.438 8.106
C: 3.800 -0.060 8.790
C: 2.527 0.084 8.253
C: 2.353 0.728 7.036
H: 3.308 1.702 5.393
H: 5.587 1.454 6.346
H: 5.894 0.324 8.523
H: 3.934 -0.563 9.740
H: 1.668 -0.308 8.784
H: 1.368 0.844 6.604

=====

# C45H52BrF8N7O3

A cluster of 8 separate species, C45H52BrF8N7O3 in total at a distorted geometry (ωB97M-V with the def2-TZVPD basis set, the OMol25 dataset).

Results
Kohn-Sham gap in eV: 6.97
LUMO energy in eV: -1.118
E_HOMO in eV: -8.092
Calculated total energy in eV: -155862.1628

Geometry (Å):
C: 0.844 -1.453 5.085
C: 0.104 -2.089 3.911
C: -1.323 -1.573 3.710
C: -1.457 -0.047 3.853
C: -1.894 -1.945 2.344
C: -3.186 -1.830 2.048
C: -4.267 -1.386 2.966
C: -4.822 0.000 2.604
C: -6.032 0.348 3.472
C: -5.693 1.087 4.749
F: -6.580 2.103 4.880
F: -4.482 1.660 4.726
C: -5.819 0.235 6.061
F: -6.822 0.652 6.809
F: -5.949 -1.062 5.822
F: -4.707 0.384 6.793
C: -3.642 -2.171 0.666
O: -4.703 -2.672 0.425
C: -2.665 -1.792 -0.406
Br: -3.296 -1.131 -2.069
C: -1.383 -1.914 -0.141
C: -0.243 -1.611 -1.035
O: 0.448 -0.482 -0.466
C: 1.154 0.222 -1.361
F: 2.175 -0.503 -1.847
F: 0.378 0.729 -2.333
F: 1.685 1.255 -0.716
C: -1.037 -2.450 1.230
O: -0.154 -3.254 1.332
H: 1.037 -0.412 4.837
H: 1.824 -1.890 5.222
H: 0.282 -1.445 6.015
H: 0.044 -3.156 4.105
H: 0.724 -1.962 3.036
H: -1.962 -2.042 4.454
H: -2.451 0.251 4.154
H: -1.284 0.409 2.881
H: -0.770 0.388 4.567
H: -5.098 -2.081 2.840
H: -3.984 -1.451 4.010
H: -4.013 0.717 2.683
H: -5.152 -0.032 1.571
H: -6.667 1.004 2.888
H: -6.617 -0.548 3.634
H: -0.540 -1.472 -2.065
H: 0.431 -2.465 -1.006
C: -1.945 0.622 9.192
C: -0.822 1.162 9.877
C: -0.483 2.328 9.246
N: -1.352 2.511 8.205
C: -2.249 1.479 8.167
H: -2.468 -0.290 9.425
H: -0.324 0.742 10.735
H: 0.299 3.041 9.446
H: -1.336 3.284 7.566
H: -3.016 1.444 7.421
C: 0.987 2.577 -4.984
C: 1.054 1.180 -5.234
C: 1.203 1.017 -6.586
N: 1.228 2.258 -7.162
C: 1.100 3.215 -6.192
H: 0.873 3.057 -4.027
H: 1.003 0.389 -4.512
H: 1.294 0.127 -7.184
H: 1.327 2.439 -8.146
H: 1.101 4.262 -6.442
C: 4.883 1.796 -10.860
C: 5.329 2.530 -9.726
C: 4.343 3.425 -9.405
N: 3.321 3.262 -10.303
C: 3.640 2.268 -11.190
H: 5.415 1.011 -11.373
H: 6.266 2.413 -9.207
H: 4.282 4.160 -8.621
H: 2.469 3.792 -10.312
H: 2.960 1.987 -11.975
C: 8.096 -2.108 -9.410
C: 8.540 -1.374 -8.278
C: 7.556 -0.478 -7.960
N: 6.535 -0.638 -8.858
C: 6.856 -1.633 -9.743
H: 8.626 -2.894 -9.921
H: 9.475 -1.492 -7.756
H: 7.493 0.257 -7.175
H: 5.682 -0.105 -8.867
H: 6.177 -1.914 -10.530
C: 5.088 0.771 10.151
C: 4.086 -0.233 10.051
C: 3.033 0.308 9.364
N: 3.357 1.600 9.048
C: 4.609 1.887 9.521
H: 6.048 0.682 10.630
H: 4.135 -1.237 10.438
H: 2.084 -0.110 9.074
H: 2.766 2.237 8.548
H: 5.049 2.858 9.370
C: 4.244 -1.975 -4.188
C: 4.310 -3.383 -4.387
C: 4.575 -3.594 -5.714
N: 4.664 -2.371 -6.321
C: 4.471 -1.384 -5.396
H: 4.052 -1.456 -3.264
H: 4.178 -4.149 -3.642
H: 4.704 -4.503 -6.276
H: 4.843 -2.210 -7.296
H: 4.508 -0.349 -5.676
C: -10.394 -0.018 0.455
C: -9.454 -0.892 -0.157
C: -8.285 -0.197 -0.305
N: -8.483 1.066 0.189
C: -9.764 1.180 0.659
H: -11.414 -0.244 0.717
H: -9.619 -1.914 -0.452
H: -7.335 -0.489 -0.719
H: -7.795 1.794 0.205
H: -10.115 2.100 1.095